Here is a 3-piece molecular cluster, C13H31B2BrN2O10P overall from OMol25. Energies are from wB97M-V/def2-TZVPD.

Properties
**Charge**: -1
**Maximum force**: 0.01992 Eh/bohr
**DFT total energy**: -4341.275449 Eh
**HOMO energy**: -5.1 eV

```
60
Properties=species:S:1:pos:R:3:lowdin_charge:R:1
C 0.2199 0.2142 -2.9671 0.014
B 1.0774 -0.7284 -2.0221 -0.491
O 0.5832 -1.0784 -0.7972 0.107
C 2.5283 -1.1686 -2.4436 -0.156
O 3.2552 -0.2576 -1.6145 0.071
B 3.9974 -1.0155 -0.5615 -0.867
O 5.4518 -0.8300 -0.8291 0.036
C 3.7371 -0.5364 0.9902 -0.137
C 2.2934 -0.4579 1.4204 -0.646
C 1.7167 -1.8158 1.8359 -0.145
Br 2.1224 0.8002 3.0189 0.542
O 3.5421 -2.4418 -0.7876 0.094
C 3.1288 -2.5276 -2.0742 -0.541
O 4.2748 -2.6326 -2.9897 -0.005
C 2.3234 -3.7943 -2.4005 -0.111
P 0.7896 -4.2035 -1.5368 0.454
O 0.6637 -4.0313 -0.1021 -0.228
O -0.3676 -3.4607 -2.3837 -0.127
O 0.5731 -5.7586 -1.9074 -0.140
H 0.8832 0.8402 -3.5632 0.065
H -0.4630 0.8412 -2.3923 0.056
H -0.3811 -0.3983 -3.6491 0.058
H -0.3737 -1.1498 -0.8197 0.102
H 2.7193 -0.9800 -3.5048 0.147
H 5.9144 -1.4951 -0.3159 0.055
H 4.2398 0.4198 1.1231 0.085
H 4.2183 -1.2669 1.6489 0.102
H 1.6712 0.0388 0.6874 0.060
H 0.8458 -2.0802 1.2444 0.026
H 2.4765 -2.5776 1.6769 0.077
H 1.4587 -1.8221 2.8923 0.043
H 4.9046 -3.2012 -2.5362 0.093
H 2.9746 -4.6493 -2.2032 0.110
H 2.1593 -3.7755 -3.4812 0.110
H -0.0156 -3.1337 -3.2171 0.068
H 0.8532 -5.9558 -2.8079 0.067
C -1.7072 1.6851 1.4966 -0.346
O -1.7425 1.5649 0.2805 -0.005
N -1.6850 0.6563 2.3588 -0.180
C -1.6742 0.8565 3.7908 -0.074
C -1.6599 -0.6935 1.8209 -0.026
H -1.7185 2.6685 1.9923 0.119
H -0.7715 0.4268 4.2296 0.057
H -2.5489 0.3897 4.2518 0.083
H -1.6903 1.9230 4.0070 0.085
H -0.7615 -0.8309 1.2222 0.059
H -2.5313 -0.8569 1.1838 0.094
H -1.6629 -1.4160 2.6325 0.095
C -3.2224 4.5506 0.8059 -0.348
O -2.4590 5.0384 1.6195 0.010
N -4.5137 4.9247 0.6765 -0.199
C -5.3893 4.3104 -0.2978 -0.062
C -5.0241 5.9698 1.5433 -0.051
H -2.9257 3.7452 0.1147 0.121
H -5.7664 5.0536 -1.0046 0.085
H -6.2408 3.8324 0.1925 0.086
H -4.8376 3.5527 -0.8503 0.087
H -4.4607 6.8930 1.4030 0.089
H -4.9310 5.6789 2.5903 0.090
H -6.0716 6.1468 1.3096 0.081
```

Here is an isolated ion of composition C10H17N2OSi and charge +1 from OMol25. Energies are from wB97M-V/def2-TZVPD.

Properties
**Charge**: +1
**Maximum force**: 0.19303 Eh/bohr
**DFT total energy**: -864.888403 Eh
**HOMO energy**: -12.4 eV
**Relative energy (zero: lowest compared OMol25 entry of this formula, charge and spin)**: 923.94 kJ/mol

```
31
Properties=species:S:1:pos:R:3:lowdin_charge:R:1
C -0.5335 4.1197 -3.9179 0.118
C -0.6954 2.7110 -3.7528 -0.010
C -0.8237 1.2504 -2.9489 -0.122
N 0.1494 0.0865 -2.8926 0.118
C -0.5065 -0.9470 -1.9527 -0.049
C 0.1349 -2.4159 -1.4720 -0.081
C 0.9147 -2.0585 -0.0335 -0.251
O -0.1184 -1.5018 0.8364 -0.287
Si 0.4612 -0.3846 2.0370 0.465
C 2.0177 0.6430 1.5897 -0.220
C 0.6563 -1.2205 3.8043 -0.217
C -0.9842 0.9244 2.2902 -0.206
C -1.9597 -0.2620 -1.4882 0.047
N -2.0917 1.0982 -2.1366 0.089
H -0.6404 5.3020 -4.0457 0.098
H 1.0915 0.0139 -3.3835 0.186
H 0.8553 -2.8685 -2.2755 0.131
H -0.7660 -3.1186 -1.1836 0.138
H 1.3924 -3.0705 0.3252 0.146
H 1.7821 -1.3373 -0.3363 0.110
H 1.7245 1.4223 0.7545 0.053
H 2.8703 -0.0369 1.1387 0.046
H 2.3944 1.2405 2.5346 0.073
H 0.8806 -0.3484 4.5797 0.064
H -0.3708 -1.7381 4.0854 0.058
H 1.5491 -1.9884 3.7289 0.049
H -0.5387 2.0274 2.1812 0.056
H -1.7060 0.8055 1.3466 0.022
H -1.5708 0.7639 3.2892 0.050
H -2.6635 -0.8423 -0.7351 0.150
H -2.9054 1.7304 -1.9666 0.174
```

Here is a 2-piece molecular cluster, F2H2NPS overall from OMol25. Energies are from wB97M-V/def2-TZVPD.

Properties
**Maximum force**: 0.05721 Eh/bohr
**DFT total energy**: -995.178547 Eh
**HOMO energy**: -9.7 eV
**Relative energy (zero: lowest compared OMol25 entry of this formula, charge and spin)**: 460.32 kJ/mol

```
7
Properties=species:S:1:pos:R:3:lowdin_charge:R:1
N 1.8637 -0.1332 0.1682 0.025
F -0.9177 0.8509 -1.7739 -0.248
F -1.3261 1.3795 0.5533 -0.299
P -0.9437 0.0442 -0.3910 0.367
S -2.0899 -1.4915 -0.1397 0.240
H 1.9757 -1.0725 0.6373 -0.016
H 1.4381 0.4225 0.9456 -0.068
```

Here is C4H5NO2 as an isolated structure from OMol25. Energies are from wB97M-V/def2-TZVPD.

Properties
**Maximum force**: 0.03727 Eh/bohr
**DFT total energy**: -360.532309 Eh
**HOMO energy**: -9.3 eV
**Relative energy (zero: lowest compared OMol25 entry of this formula, charge and spin)**: 359.98 kJ/mol

```
12
Properties=species:S:1:pos:R:3:lowdin_charge:R:1
O -1.0664 -1.5534 -0.0800 0.021
C -0.6775 -0.5902 -0.8780 -0.151
C -0.6207 0.5550 0.0943 -0.351
C -0.4815 -0.4536 1.1953 0.133
N 0.5680 1.3468 0.1633 0.061
C 1.4700 0.6819 -0.4896 -0.344
O 1.2216 -0.4240 -1.1257 -0.047
H -0.9022 -0.6282 -1.9445 0.155
H -1.5550 1.1251 0.1367 0.156
H 0.5015 -0.9066 1.2624 0.114
H -0.9446 -0.2467 2.1771 0.125
H 2.4868 1.0939 -0.5113 0.128
```

Here is one molecule with the formula C5H7ClFN from OMol25. Energies are from wB97M-V/def2-TZVPD.

Properties
**Maximum force**: 0.08502 Eh/bohr
**DFT total energy**: -809.392197 Eh
**HOMO energy**: -8.9 eV
**Relative energy (zero: lowest compared OMol25 entry of this formula, charge and spin)**: 348.88 kJ/mol

```
15
Properties=species:S:1:pos:R:3:lowdin_charge:R:1
C -0.2543 2.0774 -0.5720 0.018
C 0.3615 1.0956 0.0253 -0.375
F 1.3322 1.4524 0.9019 0.025
C -0.2411 -0.3820 0.3055 -0.674
Cl -2.0170 -0.2821 -0.0305 0.616
C 0.5182 -1.5051 1.0683 -0.022
C 0.5332 -1.3918 -0.5573 -0.365
N 1.7387 -0.8461 -1.0214 -0.007
H 0.2582 3.0301 -0.4677 0.067
H -1.3222 2.1561 -1.0425 0.092
H 1.3787 -0.9827 1.4979 0.084
H 0.1109 -2.3413 1.7993 0.140
H -0.3388 -1.7863 -1.2449 0.145
H 2.6292 -1.2714 -0.5804 0.128
H 1.9069 -0.5219 -2.0297 0.129
```

Here is a 2-piece molecular cluster, C5H10N2O overall from OMol25. Energies are from wB97M-V/def2-TZVPD.

Properties
**Maximum force**: 0.03780 Eh/bohr
**DFT total energy**: -381.215748 Eh
**HOMO energy**: -9.9 eV
**Relative energy (zero: lowest compared OMol25 entry of this formula, charge and spin)**: 182.97 kJ/mol

```
18
Properties=species:S:1:pos:R:3:lowdin_charge:R:1
H -0.5566 -1.8881 -0.4876 0.054
N -0.6008 -1.2245 -1.2943 0.140
C 0.3897 -0.4797 -1.4303 -0.544
C 0.4090 0.6898 -2.3518 -0.028
O 1.5617 -0.5318 -0.6524 0.010
H -0.3922 0.5928 -3.0760 0.083
H 0.2667 1.5975 -1.7675 0.067
H 1.3724 0.7413 -2.8517 0.080
H 1.6008 -1.3569 -0.1484 0.098
H -1.5314 1.0595 0.2678 0.048
N -0.7836 1.7033 0.5285 0.107
C -0.0061 1.2698 1.4212 -0.264
C 0.0677 -0.0833 1.9876 -0.167
C -0.8895 -1.0052 1.8495 -0.003
H 0.8084 1.9334 1.7033 0.100
H 0.9736 -0.3103 2.5345 0.095
H -1.8292 -0.7736 1.3710 0.062
H -0.8606 -1.9340 2.3964 0.061
```

Here is C18H37AsN4P2Pd as an isolated structure from OMol25. Energies are from wB97M-V/def2-TZVPD.

Properties
**Charge**: +4
**Maximum force**: 0.02336 Eh/bohr
**DFT total energy**: -3971.995056 Eh
**HOMO energy**: -20.5 eV
**Relative energy (zero: lowest compared OMol25 entry of this formula, charge and spin)**: 0.00 kJ/mol

```
63
Properties=species:S:1:pos:R:3:lowdin_charge:R:1
Pd -0.3168 -0.1490 0.4691 0.591
N 3.5401 1.2220 -0.2643 0.184
C 4.0228 0.0549 0.3099 0.010
C 2.9508 -0.6204 0.7311 -0.100
N 1.8044 0.1085 0.4131 -0.032
C 2.2179 1.2225 -0.1722 -0.265
C 1.2217 2.2292 -0.5250 -0.273
N -0.0483 1.9794 -0.2630 0.007
C -0.7551 3.1185 -0.6041 -0.087
C 0.1042 4.0366 -1.0846 0.008
N 1.3515 3.4587 -1.0249 0.179
H 4.1246 1.9327 -0.6851 0.197
H 5.0725 -0.1790 0.3571 0.156
H 2.9374 -1.5709 1.2345 0.116
H -1.8210 3.2220 -0.5033 0.115
H -0.0590 5.0340 -1.4544 0.156
H 2.2021 3.9127 -1.3303 0.196
C -3.8828 0.6881 0.3661 -0.189
P -2.5747 -0.4433 -0.1594 0.802
C -2.4982 -0.2848 -1.9647 -0.187
C -3.0779 -2.1500 0.2562 -0.341
C -1.9848 -3.0715 -0.3024 -0.326
P -0.3063 -2.4766 0.2281 0.830
C 0.8906 -2.9442 -1.0352 -0.182
C 0.0879 -3.3648 1.7488 -0.210
H -4.7654 0.4323 -0.2308 0.094
H -3.6385 1.7294 0.1638 0.057
H -4.1458 0.5539 1.4134 0.050
H -3.4265 -0.6863 -2.3830 0.096
H -1.6556 -0.8159 -2.4107 0.056
H -2.4280 0.7697 -2.2340 0.068
H -4.0678 -2.3558 -0.1581 0.126
H -3.1540 -2.2483 1.3422 0.095
H -2.0225 -3.1068 -1.3930 0.103
H -2.0813 -4.0987 0.0597 0.122
H 0.7514 -4.0190 -1.2041 0.098
H 1.9138 -2.7787 -0.7026 0.054
H 0.7177 -2.4223 -1.9773 0.072
H 0.1632 -4.4325 1.5217 0.095
H -0.7107 -3.2184 2.4772 0.052
H 1.0366 -3.0316 2.1684 0.052
C 0.0733 -1.8540 4.9452 -0.106
C 0.5929 -0.5171 4.4632 -0.332
As -0.4033 0.4704 3.0877 1.404
C 0.3883 2.2569 2.9383 -0.353
C 0.7938 2.7912 4.3160 -0.095
C -2.2678 0.5766 3.6681 -0.362
C -2.3745 1.0957 5.1089 -0.087
H 0.6281 -2.1163 5.8496 0.119
H 0.2369 -2.6553 4.2314 0.044
H -0.9820 -1.8210 5.2164 0.088
H 1.6447 -0.5343 4.1718 0.095
H 0.4928 0.2478 5.2528 0.093
H -0.3524 2.8819 2.4383 0.081
H 1.2545 2.1729 2.2861 0.058
H -0.0241 2.7999 5.0359 0.075
H 1.1159 3.8253 4.1725 0.116
H 1.6322 2.2390 4.7375 0.091
H -2.6945 -0.4243 3.5737 0.079
H -2.7783 1.2403 2.9696 0.061
H -1.7704 0.5297 5.8167 0.083
H -3.4188 0.9796 5.4087 0.118
H -2.1219 2.1517 5.1835 0.084
```

Here is an isolated ion of composition C8H14N3O2 and charge -1 from OMol25. Energies are from wB97M-V/def2-TZVPD.

Properties
**Charge**: -1
**Maximum force**: 0.04765 Eh/bohr
**DFT total energy**: -627.849674 Eh
**HOMO energy**: -3.7 eV

```
27
Properties=species:S:1:pos:R:3:lowdin_charge:R:1
C -2.7905 -0.3639 0.5293 -0.017
C -1.7116 0.4570 0.8105 -0.205
N -0.4624 0.0507 0.3698 -0.151
N 0.2029 -0.8745 1.2648 0.107
C 0.5475 -1.9077 0.5685 -0.361
C 1.9702 -2.4005 0.6981 -0.035
C -0.3703 -2.6405 -0.3666 -0.042
C 0.4521 1.0504 -0.1642 -0.218
C 0.0714 2.4932 0.1409 -0.255
N 1.1426 3.4259 -0.2606 -0.011
C 0.5207 0.8797 -1.7431 -0.674
O 1.2730 1.6431 -2.3831 -0.073
O -0.1900 -0.0311 -2.2303 -0.072
H -3.1318 -0.5392 -0.4829 0.039
H -3.2875 -0.8652 1.3613 0.025
H -1.8944 1.3623 1.4016 0.085
H 2.1515 -2.6521 1.7475 0.077
H 2.1536 -3.2471 0.0428 0.063
H 2.6272 -1.5767 0.4278 0.077
H 0.0936 -3.5584 -0.7339 0.062
H -1.2442 -2.9493 0.2090 0.073
H -0.6576 -2.0494 -1.2368 0.063
H 1.4676 0.8915 0.2019 0.135
H -0.1061 2.6733 1.2050 0.102
H -0.8577 2.7744 -0.3725 0.115
H 0.9972 4.2996 0.2359 0.044
H 1.0329 3.6546 -1.2407 0.049
```